Computed, not measured: a structure of composition C34H68N3O11P2ReS2Se, with the ωB97M-V functional and the def2-TZVPD basis.

Positions of all 122 atoms, in Å:
Re  0.1255  -0.2144  -0.1184
C  5.2913  2.9294  -2.5047
C  3.8067  3.1375  -2.3213
C  3.4709  4.0563  -1.1667
O  3.2487  1.8108  -2.0321
P  1.8742  1.2694  -2.5039
O  1.5547  0.0058  -1.7589
C  0.5801  2.4982  -2.3642
P  -1.0487  1.7427  -2.4131
O  -1.1723  0.4356  -1.6802
O  -1.3993  1.4364  -3.9096
C  -1.6773  2.4752  -4.9026
C  -0.6369  2.3696  -5.9956
C  -3.0876  2.2545  -5.4004
O  -1.9734  2.8920  -1.9093
C  -3.3937  2.6542  -1.5946
C  -3.5185  2.2531  -0.1437
C  -4.1153  3.9360  -1.9356
O  1.9179  1.0429  -4.0530
C  2.5206  -0.1682  -4.6319
C  1.3877  -1.0591  -5.0869
C  3.4363  0.2865  -5.7425
H  5.7686  3.8783  -2.7469
H  5.4913  2.2244  -3.3105
H  5.7292  2.5418  -1.5852
H  3.3631  3.4885  -3.2585
H  3.6919  3.5523  -0.2257
H  2.4234  4.3525  -1.1595
H  4.0743  4.9613  -1.2317
H  0.6723  3.2096  -3.1887
H  0.6553  2.9904  -1.3927
H  -1.6099  3.4495  -4.4084
H  -0.8036  1.4744  -6.5957
H  0.3696  2.3224  -5.5820
H  -0.7064  3.2390  -6.6499
H  -3.1767  1.2579  -5.8323
H  -3.3263  2.9889  -6.1701
H  -3.8175  2.3515  -4.5977
H  -3.7431  1.8434  -2.2413
H  -3.2104  3.0756  0.5030
H  -2.8973  1.3877  0.0870
H  -4.5608  2.0094  0.0683
H  -3.7461  4.7505  -1.3127
H  -5.1828  3.8166  -1.7520
H  -3.9728  4.2072  -2.9811
H  3.1053  -0.6580  -3.8466
H  0.8029  -0.5505  -5.8546
H  0.7212  -1.3183  -4.2635
H  1.7921  -1.9768  -5.5171
H  2.8688  0.8171  -6.5080
H  3.9112  -0.5779  -6.2060
H  4.2172  0.9460  -5.3653
O  -2.7512  -1.9370  -0.8048
H  -2.2406  -1.9445  -1.6341
H  -3.5455  -1.4280  -0.9929
S  0.1189  1.8085  0.7627
O  3.4039  -0.8679  2.2376
N  2.7650  -0.3404  1.3487
O  3.0870  0.6338  0.7121
O  1.6020  -0.9401  1.0726
C  3.2058  -3.6405  0.3383
C  3.1479  -2.8526  -0.9632
C  1.9309  -3.1508  -1.8278
S  0.3211  -2.5999  -1.2194
O  -0.5471  -2.4810  -2.4374
C  -0.2676  -4.0102  -0.2495
C  -1.1650  -4.9548  -1.0393
C  -0.4913  -5.6767  -2.1972
H  4.1473  -3.4578  0.8537
H  3.1258  -4.7145  0.1540
H  2.4112  -3.3410  1.0216
H  4.0228  -3.0932  -1.5726
H  3.1933  -1.7805  -0.7720
H  1.8125  -4.2196  -2.0117
H  1.9791  -2.6307  -2.7839
H  -0.8013  -3.5625  0.5897
H  0.6172  -4.5196  0.1370
H  -2.0445  -4.4104  -1.3803
H  -1.5193  -5.6889  -0.3102
H  -0.1768  -4.9794  -2.9726
H  -1.1849  -6.3818  -2.6536
H  0.3772  -6.2486  -1.8607
C  -1.3893  -2.2240  6.2744
C  -0.4108  -3.2855  5.7785
C  -0.2224  -3.3120  4.2604
C  0.7719  -2.3052  3.6980
N  0.3353  -0.9117  3.8293
C  -0.6830  -0.3362  3.1723
Se  -1.5002  -1.0663  1.6217
N  -0.9159  0.8730  3.7008
C  -1.9843  1.8087  3.3557
C  -3.0381  1.8894  4.4549
C  -3.8738  0.6250  4.6300
C  -4.7091  0.2755  3.4032
C  0.0296  1.1192  4.6855
C  0.2641  2.2408  5.4754
C  1.3309  2.1690  6.3468
C  2.1366  1.0220  6.4308
C  1.9030  -0.0885  5.6466
C  0.8278  -0.0138  4.7666
H  -1.5596  -2.3219  7.3463
H  -2.3557  -2.3349  5.7776
H  -1.0357  -1.2078  6.0988
H  -0.7803  -4.2631  6.0939
H  0.5616  -3.1607  6.2650
H  -1.1888  -3.1825  3.7639
H  0.1502  -4.2931  3.9539
H  0.9757  -2.4852  2.6465
H  1.7242  -2.3693  4.2217
H  -2.3991  1.4828  2.4042
H  -1.5106  2.7764  3.1868
H  -3.6973  2.7281  4.2139
H  -2.5464  2.1413  5.3974
H  -4.5366  0.7727  5.4849
H  -3.2211  -0.2116  4.8974
H  -5.2560  1.1513  3.0451
H  -5.4436  -0.4947  3.6375
H  -4.0991  -0.0969  2.5800
H  -0.3484  3.1280  5.4039
H  1.5570  3.0177  6.9771
H  2.9689  1.0143  7.1209
H  2.5388  -0.9596  5.7026

LUMO level (alpha / beta) in eV: -1.79 / -2.48
Energy relative to the best compared isomer or geometry (same formula, charge and spin) in eV: 0.0571
<S²>: 3.773
Multiplicity: 4
F_max in eV Å⁻¹: 0.98
Total charge: +1
Electronic energy in eV: -171078.7967
HOMO level (alpha / beta) in eV: -9.41 / -10.17
Kohn-Sham gap (alpha / beta) in eV: 7.6187 / 7.6927

---

Computed, not measured: a structure of composition C6H16O8Pd in a non-equilibrium geometry, with the ωB97M-V functional and the def2-TZVPD basis.

Positions of all 31 atoms, in Å:
Pd  -0.0283  0.1779  -0.1641
O  0.2328  1.5913  -2.0484
C  -0.3851  2.7515  -1.7711
C  -1.1076  2.8311  -0.4098
O  -0.4227  2.3166  0.6456
H  -1.1844  3.0366  -2.5440
H  0.3756  3.5889  -1.8119
H  -2.0783  2.2686  -0.5429
H  -1.3100  3.9277  -0.2078
O  2.8696  -0.8637  -2.4799
C  3.6355  -0.7737  -1.3881
C  3.0061  -0.5339  0.0544
O  2.0815  0.3699  0.4703
H  4.3895  0.0881  -1.4991
H  4.2293  -1.7243  -1.1928
H  3.9005  -0.5368  0.7469
H  2.5390  -1.5562  0.2087
O  -2.3047  -3.0581  3.3208
C  -2.5311  -1.7371  3.1084
C  -1.4106  -0.7901  2.5566
O  -0.6332  -1.2132  1.5178
H  -2.8845  -1.2419  4.0855
H  -3.4819  -1.5568  2.4885
H  -0.7195  -0.5919  3.4161
H  -1.9481  0.1516  2.2890
O  -2.0312  -0.3081  -1.2425
H  -2.9569  -0.2333  -0.9942
H  -1.9900  -0.3722  -2.2004
O  0.5415  -1.7316  -1.2796
H  0.4083  -2.6697  -1.1396
H  1.1985  -1.6071  -1.9924

LUMO level (alpha / beta) in eV: 10.07 / 9.96
Energy relative to the best compared isomer or geometry (same formula, charge and spin) in eV: 0.0000
<S²>: 2.007
Multiplicity: 3
F_max in eV Å⁻¹: 2.58
Total charge: -4
Electronic energy in eV: -26321.2370
HOMO level (alpha / beta) in eV: 6.00 / 6.00
Kohn-Sham gap (alpha / beta) in eV: 4.0706 / 3.9547

---

Computed, not measured: a structure of composition C24H27BF2N4OPbS2 in a non-equilibrium geometry, with the ωB97M-V functional and the def2-TZVPD basis.

Positions of all 62 atoms, in Å:
Pb  -0.9026  -0.0427  1.4287
C  3.4573  -0.7046  5.8493
C  2.9945  0.6565  5.3599
N  2.7168  0.7114  3.9172
C  1.6955  0.1195  3.3138
S  1.5323  0.4957  1.5848
N  0.9177  -0.6808  4.0031
N  -0.1539  -1.1511  3.3131
C  -0.7933  -2.1782  3.7358
C  -0.4647  -2.9193  4.9852
C  -1.9098  -2.6312  2.8618
C  -2.7446  -3.6729  3.2207
C  -3.7609  -4.0547  2.3550
C  -3.9118  -3.3973  1.1448
C  -3.0436  -2.3662  0.8452
N  -2.0706  -1.9992  1.6871
H  3.7159  -0.6310  6.9045
H  2.6769  -1.4550  5.7409
H  4.3390  -1.0382  5.3036
H  2.0979  0.9835  5.8878
H  3.7732  1.3967  5.5323
H  3.3132  1.2853  3.3428
H  0.4467  -2.5256  5.4210
H  -1.2758  -2.8068  5.7080
H  -0.3368  -3.9829  4.7815
H  -2.6061  -4.1799  4.1635
H  -4.4265  -4.8627  2.6268
H  -4.6843  -3.6718  0.4418
H  -3.1090  -1.8247  -0.0900
F  -1.7880  2.8841  1.5940
B  -2.2350  1.8497  0.9570
F  -3.4511  1.5915  0.5766
O  -0.7116  -0.2917  -0.8145
S  0.5060  -0.2062  -1.7955
C  0.9429  1.5482  -1.7715
C  -0.1287  2.5078  -2.2103
C  -1.3976  2.5229  -1.6247
C  -2.4025  3.3758  -2.0435
C  -2.1318  4.2658  -3.0781
C  -0.8771  4.2830  -3.6632
C  0.1141  3.4039  -3.2415
C  -0.2394  -0.3864  -3.4090
C  0.8495  -0.2646  -4.4436
C  0.7992  0.7679  -5.3739
C  1.8207  0.9200  -6.2996
C  2.8995  0.0468  -6.2928
C  2.9453  -0.9949  -5.3762
C  1.9230  -1.1521  -4.4534
H  1.8457  1.6453  -2.3762
H  1.2236  1.6963  -0.7270
H  -1.5670  1.7622  -0.8604
H  -3.3858  3.3460  -1.5944
H  -2.9018  4.9418  -3.4221
H  -0.6639  4.9823  -4.4598
H  1.0917  3.4267  -3.7080
H  -1.0126  0.3745  -3.5139
H  -0.6995  -1.3762  -3.3784
H  -0.0529  1.4367  -5.3920
H  1.7720  1.7170  -7.0289
H  3.7004  0.1720  -7.0084
H  3.7740  -1.6891  -5.3842
H  1.9561  -1.9787  -3.7527

LUMO level in eV: -6.82
Energy relative to the best compared isomer or geometry (same formula, charge and spin) in eV: 1.8489
Multiplicity: 1
F_max in eV Å⁻¹: 1.22
Total charge: +2
Electronic energy in eV: -66351.3528
HOMO level in eV: -13.96
Kohn-Sham gap in eV: 7.1425

---

Computed, not measured: a structure of composition C20H40ClFN2NbO7 in a non-equilibrium geometry, with the ωB97M-V functional and the def2-TZVPD basis.

Positions of all 72 atoms, in Å:
C  5.2349  1.2034  0.1934
C  6.3943  0.1882  -0.4628
N  5.9150  -0.5880  -1.6364
Nb  4.8590  -2.3901  -1.3040
N  3.9242  -4.3171  -1.2109
F  6.5797  -3.4136  -2.1291
C  3.0333  -1.3218  -0.3259
C  1.8524  -2.3698  0.1419
C  0.6722  -2.5419  -1.0216
C  -0.8202  -2.0975  -0.4106
O  -1.5043  -3.0650  0.2334
O  -1.4199  -0.7669  -0.5842
C  -0.9972  0.1858  0.4515
C  -0.4412  1.5310  -0.3595
C  5.6092  -2.7354  0.8263
C  6.8577  -3.8432  0.9177
O  6.5122  -5.1526  1.0662
O  8.2826  -3.5156  0.7952
C  3.9187  -2.1439  -3.4127
C  3.6382  -0.5582  -3.7956
O  2.4118  -0.0677  -3.5466
Cl  4.8713  0.5796  -4.5826
H  5.6291  2.3260  0.2606
H  4.8740  0.7710  1.2178
H  4.3510  1.2498  -0.6083
H  7.0103  -0.3877  0.3488
H  7.1854  0.9730  -0.9063
H  6.7660  -0.7782  -2.2456
H  3.7892  -4.6834  -0.2439
H  2.9727  -4.2636  -1.6338
H  2.6428  -0.4282  -0.9744
H  3.4664  -0.8773  0.6944
H  2.2358  -3.3853  0.5747
H  1.2941  -1.8288  1.0494
H  0.6758  -3.6438  -1.4440
H  0.9942  -1.7797  -1.8823
H  -0.1106  -0.1663  1.1272
H  -1.8852  0.5031  1.1713
H  0.4837  1.2598  -1.0281
H  -1.3011  1.9758  -1.0244
H  -0.0697  2.3218  0.4473
H  5.7891  -1.7777  1.4675
H  4.7065  -3.3006  1.3709
H  8.3581  -3.0854  -0.1284
H  4.7384  -2.5280  -4.1869
H  2.9167  -2.7370  -3.5284
C  -5.4178  3.2411  -0.5081
C  -5.6298  2.5182  -1.8131
C  -4.3008  2.7216  -2.5074
O  -3.3034  2.8069  -1.4803
C  -3.9635  2.9445  -0.2143
H  -6.0892  2.9138  0.2898
H  -5.5574  4.3189  -0.6539
H  -5.7927  1.4507  -1.6234
H  -6.4761  2.8956  -2.3926
H  -4.2849  3.6624  -3.0677
H  -4.0558  1.9039  -3.1915
H  -3.8531  1.9972  0.3246
H  -3.4830  3.7354  0.3681
C  -7.3197  2.4690  4.4030
C  -7.3732  1.0041  4.0537
C  -7.0848  1.0218  2.5684
O  -6.2351  2.1509  2.3229
C  -6.2133  2.9695  3.5004
H  -7.1264  2.6618  5.4613
H  -8.2678  2.9496  4.1339
H  -6.5766  0.4676  4.5826
H  -8.3263  0.5283  4.2977
H  -8.0024  1.1615  1.9870
H  -6.5907  0.1079  2.2264
H  -5.2319  2.8497  3.9722
H  -6.3409  4.0193  3.2222

LUMO level in eV: 1.97
Multiplicity: 1
F_max in eV Å⁻¹: 8.59
Total charge: -1
Electronic energy in eV: -55484.1459
HOMO level in eV: -5.93
Kohn-Sham gap in eV: 7.8999

---

> total charge of number 4 (C20H40ClFN2NbO7)?

-1